Entry 1:
# C4H4Br2O

C4H4Br2O in the gas phase (ωB97M-V with the def2-TZVPD basis set, OMol25).

Geometry as XYZ:
```
11
Properties=species:S:1:pos:R:3:forces:R:3:mulliken_charge:R:1
Br -1.728479 -0.479974 -2.169175 -1.658 -1.193 -0.366 0.276
Br -3.249817 -3.525014 -2.290090 -1.014 -0.199 -0.462 -0.102
O -0.905252 -2.988450 -1.106264 0.287 -0.122 0.247 -0.351
C -0.688751 1.101762 -2.363183 -0.744 0.874 -0.551 -0.462
C 1.553632 0.454705 -1.297843 -2.672 2.207 2.372 -0.874
C -1.793341 -2.494561 -1.688336 1.385 0.307 0.494 0.282
C 0.499414 1.361875 -1.977143 1.732 -1.609 0.851 -0.002
H 0.737121 2.377038 -2.042868 0.404 1.675 -0.324 0.327
H 2.412203 1.123535 -1.125715 0.538 -1.337 -0.930 0.302
H 1.129270 0.517369 -0.194919 0.739 -1.084 -1.898 0.261
H 1.476369 -0.542456 -1.760045 1.004 0.480 0.566 0.343
```
Positions in Å, forces in eV/Å.

Properties
LUMO energy (alpha / beta) = -1.11 / -1.10 eV
multiplicity = 1
total charge = 0

=====

Entry 2:
# C4H4Br2O

A molecular structure, C4H4Br2O (ωB97M-V with the def2-TZVPD basis set, OMol25).

Geometry as XYZ:
```
11
Properties=species:S:1:pos:R:3:forces:R:3:mulliken_charge:R:1
Br 2.347320 -1.637115 0.109517 -0.776 0.766 0.092 -0.045
Br 2.173595 1.485302 0.526502 -0.805 -0.547 0.147 -0.031
O 0.454938 0.165786 -1.477029 2.482 -0.760 2.000 -0.429
C 1.130633 -0.124792 0.279189 0.787 0.764 -3.800 0.077
C -1.249853 0.215962 -0.002020 1.847 0.006 0.339 -0.781
C -0.196945 -0.358880 0.873071 0.461 -2.315 0.790 -0.142
C -0.783580 0.454139 -1.204001 -1.087 0.112 -2.792 0.064
H -2.091576 0.660906 0.310346 -3.127 0.929 1.333 0.396
H -0.218358 -1.495333 0.763937 -0.441 1.134 0.588 0.229
H -0.157455 -0.123378 1.947578 -0.372 0.098 -0.380 0.349
H -1.408716 0.757404 -2.127093 1.030 -0.187 1.683 0.314
```
Positions in Å, forces in eV/Å.

Properties
LUMO energy = 0.08 eV
multiplicity = 1
total charge = 0

=====

Entry 3:
# C4H4Br2O

A molecular structure, C4H4Br2O (ωB97M-V with the def2-TZVPD basis set, OMol25).

Geometry as XYZ:
```
11
Properties=species:S:1:pos:R:3:forces:R:3:mulliken_charge:R:1
Br 3.942489 2.339369 1.067108 0.164 -0.142 0.118 -0.104
Br 4.280364 -0.651928 2.101411 -0.528 0.104 0.038 -0.086
O 1.269753 -0.225861 -1.053615 1.023 2.018 5.989 -0.336
C -0.096758 -0.447278 -0.684309 -1.121 1.901 0.024 -0.561
C 1.537781 0.796996 1.757017 -0.073 -0.192 -0.500 -0.352
C 1.884921 0.372960 0.581842 -1.090 -1.814 -3.596 0.116
C 3.019975 0.647421 1.424684 -0.318 0.769 -0.627 0.233
H -0.754500 0.516192 -0.426208 1.682 -1.506 -0.841 0.213
H -0.274778 -1.069616 0.206093 0.460 -0.347 -0.583 0.269
H -0.450961 -0.854151 -1.622189 -0.738 -0.417 0.110 0.275
H 0.798822 1.221074 2.438440 0.540 -0.374 -0.133 0.332
```
Positions in Å, forces in eV/Å.

Properties
LUMO energy = -0.16 eV
multiplicity = 1
total charge = 0

=====

Entry 4:
# C4H4Br3N

A molecular structure, C4H4Br3N (ωB97M-V with the def2-TZVPD basis set, OMol25).

Geometry as XYZ:
```
12
Properties=species:S:1:pos:R:3:forces:R:3:mulliken_charge:R:1
Br -1.312396 2.217142 1.078958 0.055 -0.055 -0.162 -0.057
Br -1.341392 -2.491341 0.621093 0.309 -0.002 0.181 -0.044
Br -2.352414 0.289003 -1.242592 0.289 0.251 0.103 -0.025
N 1.371143 -0.083980 -0.539854 0.866 -0.003 -0.374 -0.488
C -0.889782 0.935644 -0.244149 -0.008 -1.306 0.913 -0.109
C -0.117705 -1.152017 1.067609 -1.074 1.424 -0.802 -0.501
C 0.461290 0.975691 -0.887821 -0.115 0.132 -0.078 -0.330
C 1.104396 -0.992985 0.283593 0.020 -0.323 -0.060 0.057
H 0.382666 0.929664 -1.980216 -0.138 0.132 0.132 0.316
H 1.885219 -1.744121 0.398163 0.035 -0.129 0.143 0.420
H 0.980204 1.907849 -0.638928 -0.180 -0.029 -0.042 0.355
H -0.171233 -0.790554 2.084149 -0.060 -0.093 0.045 0.406
```
Positions in Å, forces in eV/Å.

Properties
LUMO energy (alpha / beta) = -0.38 / -0.55 eV
multiplicity = 1
total charge = 0

=====

Number 1: total energy -146339.911 eV. Number 2: total energy -146342.341 eV. Number 3: total energy -146339.548 eV. Number 4: total energy -215826.796 eV.